## w
40
Properties=species:S:1:pos:R:3:nbo_charge:R:1 method="wB97M-V/def2-TZVPD" lumo_ev=0.2 homo_ev=-9.67 smiles=OCCO.OCCO.OCCO.OCCO orbital_gap_ev=9.86 charge=0
C 0.9410 0.8558 3.8715 -0.089
C 0.1668 1.4719 5.0321 -0.081
O 0.5108 2.8436 5.1803 -0.721
O 0.5764 -0.4773 3.6373 -0.734
H 2.0136 0.9000 4.1019 0.181
H 0.8925 1.5243 2.9997 0.167
H 0.3496 0.9263 5.9560 0.176
H -0.8830 1.4483 4.7176 0.158
H 1.1503 2.9518 5.8868 0.474
H -0.3564 -0.5825 3.4286 0.480
C -1.6983 0.9115 -0.6562 -0.098
C -2.4531 -0.1976 0.0729 -0.083
O -3.4372 -0.8306 -0.7228 -0.704
O -0.6314 1.4063 0.1759 -0.742
H -2.3905 1.7399 -0.8626 0.157
H -1.3238 0.6281 -1.6374 0.212
H -2.9340 0.2245 0.9695 0.143
H -1.7449 -0.9351 0.4588 0.177
H -4.2566 -0.3382 -0.6384 0.469
H -1.0914 1.8333 0.9073 0.472
C 2.2016 -0.5519 0.7723 -0.087
C 1.4652 -1.1511 -0.4378 -0.077
O 1.2286 -0.1203 -1.3968 -0.742
O 2.5140 -1.5000 1.7586 -0.737
H 1.6203 0.3161 1.0956 0.157
H 3.1572 -0.1560 0.4128 0.165
H 0.5108 -1.5735 -0.1079 0.146
H 2.0823 -1.9265 -0.8839 0.181
H 0.9487 0.6377 -0.8603 0.482
H 1.9912 -1.3336 2.5597 0.496
C -0.6031 -1.4974 -4.0637 -0.091
C 0.6508 -0.7120 -4.4391 -0.093
O 0.7105 -0.4471 -5.8320 -0.740
O -1.7984 -0.8723 -4.4906 -0.718
H -0.6651 -1.4970 -2.9741 0.189
H -0.4418 -2.4993 -4.4753 0.158
H 1.5345 -1.3070 -4.1830 0.176
H 0.7941 0.1960 -3.8454 0.181
H 0.4235 0.4426 -6.0396 0.471
H -1.7254 -0.7520 -5.4481 0.466

---

## x
40
Properties=species:S:1:pos:R:3:nbo_charge:R:1 method="wB97M-V/def2-TZVPD" lumo_ev=0.1 homo_ev=-9.86 smiles=OCCO.OCCO.OCCO.OCCO orbital_gap_ev=9.98 charge=0
C 0.3118 -13.8325 17.7821 -0.090
C -0.4170 -14.7663 16.8340 -0.094
O -1.8498 -14.6920 16.8712 -0.722
O -0.5077 -12.7522 18.2661 -0.742
H 1.1587 -13.3598 17.2847 0.168
H 0.7316 -14.2683 18.6887 0.160
H -0.1321 -15.8050 17.0011 0.187
H -0.2456 -14.4260 15.8128 0.171
H -2.0737 -13.8978 17.3618 0.482
H 0.0027 -12.2850 18.9316 0.480
C 5.2737 -15.0690 20.6558 -0.095
C 5.8741 -13.9705 19.7536 -0.080
O 7.2690 -14.1302 19.6398 -0.747
O 5.1262 -16.2689 20.0245 -0.707
H 4.3015 -14.7473 21.0290 0.154
H 5.7418 -15.0387 21.6397 0.174
H 5.6896 -12.9765 20.1612 0.171
H 5.4898 -14.0781 18.7393 0.172
H 7.6209 -14.4269 18.7974 0.481
H 5.6973 -16.8966 20.4732 0.477
C -0.5373 -19.6943 19.3401 -0.085
C -1.4690 -20.2702 18.1780 -0.078
O -1.0778 -21.6387 18.1128 -0.733
O 0.7773 -19.5289 19.0172 -0.732
H -0.7519 -20.0657 20.3422 0.165
H -0.8995 -18.6738 19.4641 0.140
H -1.2742 -19.7943 17.2170 0.167
H -2.4973 -19.9340 18.3114 0.196
H -0.1226 -21.7232 18.1581 0.478
H 1.2748 -19.0490 19.6834 0.481
C 2.4309 -7.8548 20.1767 -0.109
C 2.4927 -7.5209 18.6808 -0.091
O 1.3508 -6.8388 18.3148 -0.706
O 1.3670 -8.8591 20.4572 -0.741
H 2.1856 -6.9990 20.8056 0.172
H 3.3422 -8.2160 20.6533 0.175
H 2.6934 -8.3710 18.0288 0.171
H 3.1786 -6.7060 18.4490 0.192
H 0.6635 -7.1425 18.9122 0.470
H 1.5075 -9.0250 21.3923 0.467

---

Calculated relative energies: w 0.000; x 2.116, given in eV

---

## w
26
Properties=species:S:1:pos:R:3:nbo_charge:R:1 method="wB97M-V/def2-TZVPD" lumo_ev=-5.3 homo_ev=-13.01 orbital_gap_ev=7.75 charge=+1
C -2.9326 0.3556 1.2248 -0.259
C -1.5426 0.6589 0.9447 -0.082
C -3.5057 -0.7485 0.6380 0.094
C -1.7300 -0.9484 -0.8190 0.108
C -0.8744 -0.1135 -0.0232 -0.246
C 2.2901 -1.6838 0.9199 0.044
C 1.7778 -2.0380 -0.4110 0.134
C 1.7433 0.6109 0.3885 0.014
C 0.5678 -0.0734 -0.3624 0.531
N -2.9346 -1.2874 -0.4602 -0.391
N 2.1862 -0.4665 1.2708 -0.320
N 1.0732 -1.1288 -0.9345 -0.408
N 0.4950 1.2542 -2.2054 -0.969
N 1.4777 1.8796 1.0594 -0.853
H -3.4197 0.6979 2.1432 0.245
H -1.0700 1.4146 1.5614 0.248
H -4.3519 -1.2913 1.0170 0.225
H -1.3760 -1.3426 -1.7383 0.205
H 2.7366 -2.3325 1.6007 0.226
H 2.2195 -2.9623 -0.8760 0.239
H 2.5461 0.6930 -0.3358 0.234
H 0.4145 0.7438 -3.0403 0.388
H -0.4562 1.6347 -1.9819 0.393
H 1.3577 1.8796 2.0690 0.407
H 1.1150 2.0488 -2.3625 0.395
H 2.1930 2.5454 0.7132 0.395

---

## x
26
Properties=species:S:1:pos:R:3:nbo_charge:R:1 method="wB97M-V/def2-TZVPD" lumo_ev=-3.0 homo_ev=-11.24 smiles="C[C@@H]1c2nc[nH]c2C=C2NC(=[NH2+])N[C@H]21" orbital_gap_ev=8.23 charge=+1
C -3.1593 1.2079 1.7117 0.222
C -1.0267 1.2232 1.2788 0.065
C -1.7095 0.4036 0.4248 0.090
C 0.4325 1.2086 1.4348 -0.222
C 1.0718 0.5596 0.4687 0.141
C 2.5509 -0.6197 -0.6086 0.678
C -1.0651 -0.7120 -0.3428 -0.202
C 0.3704 0.0108 -0.7681 -0.080
C -1.6574 -1.1278 -1.6337 -0.621
N -3.0599 0.4232 0.7222 -0.431
N -2.0034 1.7479 2.1122 -0.504
N 2.3921 0.1443 0.4465 -0.532
N 1.4302 -0.7928 -1.3367 -0.544
N 3.7251 -1.2539 -0.8629 -0.759
H -3.9617 1.5316 2.2703 0.197
H 0.7374 1.5682 2.3256 0.229
H -0.8369 -1.5852 0.1733 0.220
H 0.0449 1.0195 -1.2667 0.248
H -1.0357 -1.6934 -2.2766 0.205
H -1.9063 -0.3076 -2.3927 0.225
H -2.5537 -1.7590 -1.3924 0.248
H -1.8868 2.3218 2.8994 0.422
H 3.0512 -0.0736 1.1869 0.440
H 1.5639 -1.0547 -2.2698 0.427
H 4.5904 -0.8660 -0.5015 0.421
H 3.9017 -1.5246 -1.8026 0.415

---

Calculated relative energies: w 2.770; x 0.000, given in eV

---

## w
10
Properties=species:S:1:pos:R:3:nbo_charge:R:1 method="wB97M-V/def2-TZVPD" lumo_ev=0.0 homo_ev=-9.65 smiles="C=C(Cl)C(=C)Cl" orbital_gap_ev=9.64 charge=0
C 0.3406 -0.7182 0.1688 0.020
C -0.0976 -1.7472 0.9124 -0.382
C -0.4093 0.5134 -0.4684 -0.090
C 0.1737 1.6261 -0.9518 -0.388
H -1.0657 -2.0270 0.9253 0.210
H 0.2785 -2.2842 2.0060 0.250
H -0.2957 2.6806 -1.0973 0.247
H 1.2952 1.4978 -1.0039 0.241
Cl 2.1294 -0.1574 0.5608 -0.111
Cl -2.1445 0.2802 -0.4899 0.003

---

## x
10
Properties=species:S:1:pos:R:3:nbo_charge:R:1 method="wB97M-V/def2-TZVPD" lumo_ev=0.5 homo_ev=-9.80 smiles="C=C(Cl)C(=C)Cl" orbital_gap_ev=10.35 charge=0
C -0.7054 -0.5060 0.1802 -0.079
C -1.3384 0.4817 0.7761 -0.367
C 0.7262 -0.4679 -0.1790 -0.047
C 1.3309 0.5245 -0.8055 -0.372
H -2.4250 0.4826 0.9189 0.220
H -0.8234 1.3186 1.1891 0.215
H 0.7408 1.3631 -1.1274 0.216
H 2.3984 0.5532 -0.9346 0.223
Cl -1.5989 -1.8928 -0.3749 0.010
Cl 1.6947 -1.8568 0.3572 -0.017

---

Calculated relative energies: w 1.935; x 0.000, given in eV

---

## w
10
Properties=species:S:1:pos:R:3:nbo_charge:R:1 method="wB97M-V/def2-TZVPD" lumo_ev="-7.7 / -7.7" homo_ev="-14.99 / -15.00" orbital_gap_ev="7.26 / 7.27" charge=+1
C 0.3480 1.8528 2.3270 0.228
C 1.7684 0.0746 2.5672 0.387
C -0.0578 0.2166 -0.5556 -0.479
N -0.3265 1.2352 1.4408 0.013
N -0.8335 1.0255 0.3476 0.055
N 0.8592 0.7940 2.9145 -0.218
H 2.3325 -0.6124 3.1176 0.269
H 0.9304 0.6067 -0.7765 0.236
H -0.5866 -0.1341 -1.4819 0.274
H 0.0603 -0.6882 0.0963 0.235

---

## x
10
Properties=species:S:1:pos:R:3:nbo_charge:R:1 method="wB97M-V/def2-TZVPD" lumo_ev="-7.1 / -7.1" homo_ev="-14.47 / -14.47" orbital_gap_ev="7.41 / 7.40" charge=+1
C -1.7746 1.1893 0.2664 -0.376
C -1.8846 -0.0241 -0.3776 0.504
C 0.2302 -0.3772 -0.7322 -0.052
N 0.3440 2.0225 0.9368 0.197
N -0.6122 1.5763 0.6329 0.116
N -2.5448 -1.0022 -0.4834 -0.500
H -2.6970 1.9036 0.3156 0.327
H 1.0326 -1.2545 -1.0593 0.197
H 0.6458 0.4960 -1.2455 0.117
H -2.6004 -1.9459 -0.8532 0.469

---

Calculated relative energies: w 0.337; x 0.000, given in eV